Density functional theory data (the ωB97M-V functional and the def2-TZVPD basis) for a 2-piece molecular cluster, C3H9NO2S overall in a non-equilibrium geometry.

The geometry in ORCA input format:
```
! RIJCOSX wB97M-V def2-TZVPD def2/J DEFGRID3
* xyz 0 1
C -1.393 0.715 0.267
C -0.335 -0.265 0.054
C -0.134 -0.910 -1.235
S 0.090 -1.367 1.328
O -0.154 -0.802 2.635
O 1.341 -2.050 1.150
H -0.864 1.631 -0.329
H -2.436 0.594 -0.087
H -1.304 0.924 1.297
H 0.171 -0.202 -2.059
H -1.120 -1.337 -1.661
H 0.613 -1.798 -1.273
N 2.055 0.904 0.982
H 2.339 0.013 0.645
H 2.612 1.738 0.611
H 2.124 0.994 1.997
*
```

Summary:
HOMO energy (alpha / beta) ... -8.53 / -8.54 eV
Energy relative to the best compared isomer or geometry (same formula, charge and spin) ... 96.7 kcal/mol
Frontier orbital gap (alpha / beta) ... 0.278 / 0.280 Eh
LUMO level (alpha / beta) ... -0.972 / -0.937 eV
SMILES ... CC(C)=S(=O)=O.N
Calculated total energy ... -19674.2185 eV